Entry from the Open Molecules 2025 dataset: a structure of composition C16H13Br4N4O2SZr (wB97M-V/def2-TZVPD).

```
41
Properties=species:S:1:pos:R:3:lowdin_charge:R:1
Zr 0.5611 0.3495 1.0956 1.66
Br 0.2913 -4.4212 -0.4004 0.83
Br -1.3586 -1.6171 5.2898 0.83
Br -1.9492 -4.8803 4.8536 0.78
Br -1.1354 -6.2895 1.9792 0.78
S 2.8375 1.3275 1.2466 0.62
O -0.0059 -0.4391 2.7928 -0.29
O 0.6457 -1.5372 0.5850 -0.29
N -1.5289 0.6911 0.2729 -0.03
N 1.4454 3.3360 -0.0406 0.01
N 0.3954 2.4766 0.0936 -0.10
N 3.6596 3.6516 0.3666 -0.01
C 2.5734 2.8871 0.4483 -0.76
C -0.7373 2.8576 -0.3967 -0.24
C -0.8916 -2.5107 3.7121 -0.66
C -2.4738 -0.2487 0.3985 -0.06
C -0.7907 -4.4713 2.2812 -0.74
C -3.1220 2.1496 -0.7235 0.02
C 0.0778 -2.3818 1.5027 -0.40
C 3.6898 4.9474 -0.3121 -0.22
C -4.0993 1.1711 -0.5911 0.00
C -0.1833 -3.7165 1.2698 -0.66
C -3.7739 -0.0473 -0.0236 0.00
C -0.2783 -1.7794 2.7154 -0.39
C 3.8043 4.8136 -1.8220 -0.08
C -0.9711 4.1667 -1.0664 0.00
C -1.8403 1.8829 -0.2814 -0.20
C -1.1390 -3.8727 3.4956 -0.74
H 4.5390 5.4933 0.0958 0.12
H 4.7116 4.2767 -2.0992 0.08
H -1.3291 4.0016 -2.0849 0.10
H -2.1717 -1.1870 0.8502 0.12
H 2.7853 5.4862 -0.0347 0.11
H -0.0558 4.7452 -1.0937 0.07
H 4.5206 3.2653 0.7161 0.12
H 2.9467 4.2807 -2.2312 0.06
H 3.8441 5.8028 -2.2776 0.08
H -3.3587 3.1060 -1.1644 0.12
H -1.7381 4.7340 -0.5352 0.10
H -4.5074 -0.8312 0.0939 0.13
H -5.1077 1.3644 -0.9315 0.13
```

As for the total charge: +1. The relative energy (zero: lowest compared OMol25 entry of this formula, charge and spin) is 0.0 kJ/mol. The HOMO energy is -11.2 eV. The value obtained for the HOMO-LUMO gap is 6.615 eV. The value obtained for the total energy is -11728.2415 Ha. For the largest force on an atom, the calculation gives 0.15 eV Å⁻¹. The spin multiplicity is 1.


Entry from the Open Molecules 2025 dataset: a structure of composition C16H13Cl5O2SSeSiV (wB97M-V/def2-TZVPD).

```
40
Properties=species:S:1:pos:R:3:lowdin_charge:R:1
Se -1.1711 -0.6934 0.8919 0.52
V -0.5468 -0.4959 -1.2982 0.29
Cl -3.0866 -0.6461 -2.2846 0.71
Cl 1.0705 -3.8106 -1.3857 0.72
Cl -4.9112 -3.1603 -3.0301 0.71
Cl -0.6032 -6.3313 -2.2022 0.70
Cl -3.5995 -6.0146 -2.9799 0.70
S -0.7913 1.6867 -1.9635 0.68
Si -0.3335 0.0942 2.8997 0.21
O 1.2008 -0.3246 -1.4241 -0.22
O 3.3579 -0.0432 -1.0926 0.13
C 1.9829 1.9134 -1.2614 -0.14
C -0.5715 -3.6458 -1.8788 -0.69
C 2.2738 0.4541 -1.2265 -0.51
C -2.4615 -2.2933 -2.2779 -0.66
C 0.6491 3.8870 -1.5772 -0.13
C 1.7437 4.6835 -1.3078 -0.07
C 0.7393 2.4898 -1.5620 -0.54
C 2.9750 4.1086 -1.0152 -0.07
C -2.6674 -4.6336 -2.5731 -0.69
C 3.0836 2.7346 -1.0007 -0.01
C -0.0878 1.9324 2.6723 -0.21
C -1.6910 -0.3226 4.1091 -0.23
C -3.2653 -3.3723 -2.6023 -0.70
C -1.1412 -2.3832 -1.9092 -0.32
C 1.2554 -0.8142 3.2663 -0.21
C -1.3206 -4.7711 -2.2186 -0.69
H 1.6354 5.7603 -1.3283 0.11
H -0.3050 4.3420 -1.8090 0.10
H -1.0216 2.4096 2.3722 0.04
H 0.6566 2.1273 1.8981 0.03
H -1.8773 -1.3971 4.1277 0.03
H 0.2507 2.3971 3.6015 0.04
H -1.4139 -0.0036 5.1162 0.04
H 1.6645 -0.5220 4.2361 0.03
H 3.8370 4.7266 -0.8047 0.11
H 2.0015 -0.6028 2.4988 0.03
H 1.0839 -1.8914 3.2780 0.03
H 4.0268 2.2509 -0.7862 0.12
H -2.6211 0.1749 3.8321 0.03
```

The relative energy (zero: lowest compared OMol25 entry of this formula, charge and spin) is 44.8 kJ/mol. The HOMO energy (spin up / spin down) is -8.5 / -8.6 eV. The value obtained for the HOMO-LUMO gap (spin up / spin down) is 6.696 / 7.459 eV. The value obtained for the total energy is -7102.1513 Ha. For the largest force on an atom, the calculation gives 0.92 eV Å⁻¹. As for the expectation value of S²: 0.789. The spin multiplicity is 2.


Entry from the Open Molecules 2025 dataset: an isolated molecule of C16H13F4NO2 (wB97M-V/def2-TZVPD).

```
36
Properties=species:S:1:pos:R:3:lowdin_charge:R:1
F 2.4631 1.2301 2.3226 0.11
F -2.3890 1.7109 1.8224 0.09
F -2.4678 -0.8466 0.9399 0.11
F 2.3424 -1.1234 0.9704 0.10
O -0.1901 -2.3686 1.2544 0.13
O 0.0350 2.3445 3.0604 -0.03
N 0.4314 2.8290 0.7765 0.06
C -1.9853 6.1105 3.5830 -0.07
C -0.0821 -1.1414 1.2112 -0.24
C 1.2828 0.7627 1.8132 -0.10
C 0.0840 1.7418 1.9321 -0.48
C -1.2871 -0.2819 1.2578 -0.13
C -2.5305 4.5852 1.7848 -0.03
C -1.2191 4.6421 1.3121 -0.19
C -2.8953 5.2629 2.9485 -0.06
C -0.7083 6.2676 3.0230 -0.07
C -0.3364 5.5740 1.8706 -0.04
C 1.2234 2.4102 -0.4569 -0.09
C 0.7793 3.2834 -1.6100 -0.14
C 1.2162 -0.4675 1.3385 -0.14
C -0.3426 4.1959 -1.0478 -0.12
C -1.2350 1.0061 1.5625 -0.06
C -0.7540 3.6469 0.2853 -0.23
H 0.0150 5.2346 -0.9679 0.12
H 1.0127 1.3785 -0.6926 0.12
H -3.9008 5.1319 3.3514 0.11
H 0.3946 2.6673 -2.4504 0.12
H 0.6320 5.7400 1.3915 0.12
H -1.2059 4.2245 -1.7417 0.13
H 1.0911 3.4399 1.3304 0.19
H 2.2800 2.5392 -0.2273 0.14
H -3.2545 3.9788 1.2374 0.12
H 1.6134 3.9017 -1.9848 0.12
H -1.5797 2.9717 0.0568 0.15
H -2.2657 6.6590 4.4852 0.11
H 0.0081 6.9564 3.4774 0.11
```

The relative energy (zero: lowest compared OMol25 entry of this formula, charge and spin) is 55.7 kJ/mol. The HOMO energy is -8.9 eV. The value obtained for the HOMO-LUMO gap is 8.463 eV. The value obtained for the total energy is -1222.0773 Ha. For the largest force on an atom, the calculation gives 2.41 eV Å⁻¹. The spin multiplicity is 1.


Entry from the Open Molecules 2025 dataset: a structure of composition C16H14ClF8N6O4PbSb (wB97M-V/def2-TZVPD).

```
51
Properties=species:S:1:pos:R:3:lowdin_charge:R:1
Pb 0.6359 -1.5420 0.4477 1.48
Sb 3.4366 -3.8333 1.5724 1.49
Cl -1.0362 3.5250 -3.7610 0.68
F 1.8719 -4.4169 2.7272 -0.43
F 4.8474 -3.2596 0.3745 -0.38
F -1.5669 -1.5930 -2.4447 -0.09
F 2.2425 -3.6731 0.0274 -0.44
F 3.9628 -5.6523 1.2289 -0.37
F 2.7147 -2.0102 1.8921 -0.50
F -0.7012 -3.4631 -1.8007 -0.09
F 4.4456 -3.5217 3.1419 -0.37
O 5.3931 4.3936 1.3652 0.06
O 0.3119 0.8175 0.7963 -0.19
O 6.9358 2.9742 0.7153 0.04
O 2.1786 -0.3874 -0.9591 -0.16
N -1.6217 -2.6103 1.8592 -0.07
N -4.8717 -1.6319 0.9418 0.11
N -2.4222 -1.7071 1.2627 0.06
N -3.6767 -2.2490 1.3288 -0.27
N -3.7073 -3.4628 1.8392 0.08
N 5.7844 3.3470 0.8979 -0.38
C -3.1944 2.7094 -0.4700 -0.02
C 2.5409 1.6317 0.3705 -0.12
C -2.2468 3.2517 -1.3403 -0.11
C -4.2791 1.6610 -2.3329 -0.05
C 4.7989 2.3402 0.5341 -0.16
C -5.4293 1.7237 -0.1770 0.05
C 5.2629 1.0770 0.0556 0.04
C -2.1942 2.8592 -2.6780 -0.66
C 2.9721 0.3840 -0.3587 -0.40
C -0.4835 -2.1184 -1.7806 -0.49
C -4.3522 2.0240 -0.9515 -0.35
C 4.3242 0.1508 -0.3878 -0.01
C 1.1864 1.7209 0.7768 -0.19
C 3.4530 2.6052 0.6626 0.03
C -3.3018 2.0916 -3.2000 -0.09
C -2.4240 -3.6281 2.3016 -0.17
H -4.7843 -0.9332 0.2065 0.07
H -5.6672 -2.3165 0.8008 0.12
H 4.6296 -0.7621 -0.9280 0.13
H -6.1734 1.0369 -0.6832 0.08
H 0.9439 2.6384 1.3095 0.12
H 6.3572 0.8744 -0.0019 0.13
H -2.1273 -4.5853 2.7861 0.12
H -5.6108 2.1410 0.7690 0.05
H -1.3964 3.8299 -1.0930 0.08
H -3.3731 2.0220 -4.2889 0.10
H 0.4361 -1.8912 -2.4122 0.06
H 3.1507 3.5535 1.0745 0.12
H -3.1393 2.9668 0.6139 0.13
H -5.0359 0.8982 -2.6303 0.12
```

As for the total charge: -1. The relative energy (zero: lowest compared OMol25 entry of this formula, charge and spin) is 93.0 kJ/mol. The HOMO energy (spin up / spin down) is -4.5 / -4.5 eV. The value obtained for the HOMO-LUMO gap (spin up / spin down) is 6.502 / 5.082 eV. The value obtained for the total energy is -2939.7832 Ha. For the largest force on an atom, the calculation gives 3.38 eV Å⁻¹. As for the expectation value of S²: 0.805. The spin multiplicity is 2.


Entry from the Open Molecules 2025 dataset: a structure of composition C16H14F10LaNOSSi (wB97M-V/def2-TZVPD).

```
45
Properties=species:S:1:pos:R:3:lowdin_charge:R:1
La 0.2296 -0.1266 -0.4263 1.68
S -1.5068 -2.3961 0.3777 0.46
Si 0.0171 -0.0251 -3.3654 0.32
F 4.2767 1.3263 0.7623 0.17
F 2.2144 1.5698 1.4207 0.13
F -1.6669 -2.2511 6.3087 0.11
F -0.1309 -0.4582 2.2604 -0.03
F -2.9583 -4.2308 2.2755 0.08
F 2.7037 1.8002 -0.6763 0.10
F 2.6849 -0.9967 1.4091 -0.02
F -0.2154 -0.3933 4.9373 0.12
F 3.6161 -0.8922 -0.6058 0.00
F -3.0270 -4.1590 4.9307 0.11
O -0.7719 1.8893 0.3496 -0.43
N -0.1996 3.1434 0.4475 -0.23
C 0.6936 5.0620 -0.6197 -0.13
C -0.5643 1.5930 -4.1533 -0.29
C -1.5390 -2.3413 2.1450 -0.57
C 0.0902 3.8503 -0.7134 -0.09
C 2.6132 -0.3517 0.1724 -0.53
C 0.6395 4.8952 1.7947 -0.13
C 1.0205 5.6395 0.6366 -0.13
C 3.0057 1.0961 0.4424 -0.64
C -1.6240 -2.2758 4.9737 -0.15
C -1.1730 -1.3210 -4.0863 -0.29
C 1.6487 -0.3848 -4.2762 -0.29
C -0.8897 -1.3362 4.2791 -0.15
C 0.0399 3.6855 1.6960 -0.10
C -0.8683 -1.3951 2.8992 -0.23
C -2.3128 -3.2430 4.2696 -0.15
C -2.2654 -3.2658 2.8867 -0.25
H 0.8210 5.2822 2.7903 0.09
H -1.1573 -1.2838 -5.1825 0.01
H 0.1818 2.3826 -4.0180 0.01
H -0.9054 -2.3380 -3.7829 0.01
H -2.2024 -1.1472 -3.7583 0.01
H -1.5028 1.9517 -3.7222 0.01
H -0.2023 3.3694 -1.6343 0.09
H -0.7143 1.4559 -5.2310 0.02
H -0.2691 3.0722 2.5275 0.11
H 2.0677 -1.3590 -4.0052 0.01
H 1.4838 -0.3794 -5.3610 0.02
H 0.9116 5.5824 -1.5448 0.09
H 1.5029 6.6012 0.7123 0.07
H 2.4079 0.3690 -4.0452 0.01
```

As for the total charge: -1. The relative energy (zero: lowest compared OMol25 entry of this formula, charge and spin) is 0.0 kJ/mol. The HOMO energy (spin up / spin down) is -2.4 / -4.8 eV. The value obtained for the HOMO-LUMO gap (spin up / spin down) is 4.800 / 7.225 eV. The value obtained for the total energy is -2466.0225 Ha. For the largest force on an atom, the calculation gives 2.50 eV Å⁻¹. As for the expectation value of S²: 0.767. The spin multiplicity is 2.


Entry from the Open Molecules 2025 dataset: an isolated molecule of C16H14N2O3S (wB97M-V/def2-TZVPD).

```
36
Properties=species:S:1:pos:R:3:lowdin_charge:R:1
S 0.5995 -4.3721 -1.7957 1.12
O -1.2961 0.2547 2.1036 0.08
O 1.8718 -3.1595 0.0516 0.00
O -0.7991 -0.1702 -2.7531 0.03
N 0.6847 -1.7361 -1.2127 0.11
N -2.0235 -1.0441 -4.4184 0.18
C -1.1627 -1.1603 -3.3833 -0.48
C 0.1805 -2.7193 -2.0171 -0.44
C 1.5178 -2.0200 -0.1764 -0.48
C -0.4156 -4.8044 -3.1305 -0.39
C -0.0499 3.5893 2.9741 -0.28
C 0.7347 1.2016 1.7794 -0.12
C -0.4190 4.8960 3.6088 -0.05
C -1.0306 -3.7417 -3.6978 -0.15
C -0.5656 1.3784 2.2870 -0.20
C -0.6979 -2.5114 -3.0641 -0.18
C 1.9350 -0.8101 0.6259 -0.03
C 1.6533 2.2448 1.8737 -0.01
C -0.4802 -0.6356 1.4890 -0.03
C -0.9716 2.5620 2.8845 0.05
C 0.7597 -0.1351 1.2583 -0.15
C 1.2471 3.4169 2.4676 -0.05
H -2.3627 -0.1276 -4.6560 0.11
H 2.6427 -1.1323 1.3944 0.14
H -2.3413 -1.8362 -4.9444 0.09
H 0.2584 5.1234 4.4307 0.08
H -0.3423 5.7042 2.8824 0.08
H 2.6572 2.1324 1.4934 0.11
H 2.4435 -0.1012 -0.0332 0.13
H -1.9749 2.6683 3.2658 0.12
H -1.4354 4.8697 3.9921 0.07
H 0.3361 -0.7994 -1.4497 0.13
H -1.6964 -3.8324 -4.5379 0.10
H 1.9434 4.2386 2.5532 0.11
H -0.9035 -1.5972 1.2710 0.14
H -0.4966 -5.8339 -3.4163 0.06
```

The relative energy (zero: lowest compared OMol25 entry of this formula, charge and spin) is 0.0 kJ/mol. The HOMO energy is -8.1 eV. The value obtained for the HOMO-LUMO gap is 8.822 eV. The value obtained for the total energy is -1351.5809 Ha. For the largest force on an atom, the calculation gives 1.07 eV Å⁻¹. The spin multiplicity is 1.


What is the total energy in the third record?
-1222.0773 Ha


Copy entry 2 word for word.
Entry from the Open Molecules 2025 dataset: a structure of composition C16H13Cl5O2SSeSiV (wB97M-V/def2-TZVPD).

```
40
Properties=species:S:1:pos:R:3:lowdin_charge:R:1
Se -1.1711 -0.6934 0.8919 0.52
V -0.5468 -0.4959 -1.2982 0.29
Cl -3.0866 -0.6461 -2.2846 0.71
Cl 1.0705 -3.8106 -1.3857 0.72
Cl -4.9112 -3.1603 -3.0301 0.71
Cl -0.6032 -6.3313 -2.2022 0.70
Cl -3.5995 -6.0146 -2.9799 0.70
S -0.7913 1.6867 -1.9635 0.68
Si -0.3335 0.0942 2.8997 0.21
O 1.2008 -0.3246 -1.4241 -0.22
O 3.3579 -0.0432 -1.0926 0.13
C 1.9829 1.9134 -1.2614 -0.14
C -0.5715 -3.6458 -1.8788 -0.69
C 2.2738 0.4541 -1.2265 -0.51
C -2.4615 -2.2933 -2.2779 -0.66
C 0.6491 3.8870 -1.5772 -0.13
C 1.7437 4.6835 -1.3078 -0.07
C 0.7393 2.4898 -1.5620 -0.54
C 2.9750 4.1086 -1.0152 -0.07
C -2.6674 -4.6336 -2.5731 -0.69
C 3.0836 2.7346 -1.0007 -0.01
C -0.0878 1.9324 2.6723 -0.21
C -1.6910 -0.3226 4.1091 -0.23
C -3.2653 -3.3723 -2.6023 -0.70
C -1.1412 -2.3832 -1.9092 -0.32
C 1.2554 -0.8142 3.2663 -0.21
C -1.3206 -4.7711 -2.2186 -0.69
H 1.6354 5.7603 -1.3283 0.11
H -0.3050 4.3420 -1.8090 0.10
H -1.0216 2.4096 2.3722 0.04
H 0.6566 2.1273 1.8981 0.03
H -1.8773 -1.3971 4.1277 0.03
H 0.2507 2.3971 3.6015 0.04
H -1.4139 -0.0036 5.1162 0.04
H 1.6645 -0.5220 4.2361 0.03
H 3.8370 4.7266 -0.8047 0.11
H 2.0015 -0.6028 2.4988 0.03
H 1.0839 -1.8914 3.2780 0.03
H 4.0268 2.2509 -0.7862 0.12
H -2.6211 0.1749 3.8321 0.03
```

The relative energy (zero: lowest compared OMol25 entry of this formula, charge and spin) is 44.8 kJ/mol. The HOMO energy (spin up / spin down) is -8.5 / -8.6 eV. The value obtained for the HOMO-LUMO gap (spin up / spin down) is 6.696 / 7.459 eV. The value obtained for the total energy is -7102.1513 Ha. For the largest force on an atom, the calculation gives 0.92 eV Å⁻¹. As for the expectation value of S²: 0.789. The spin multiplicity is 2.


Among the records above, which one has the highest total energy?
C16H13F4NO2